This record from the Open Molecules 2025 dataset describes a molecular structure, C26H56AlFO5PS. The level of theory is ωB97M-V/def2-TZVPD.

The geometry in XYZ format:
```
91
Properties=species:S:1:pos:R:3:forces:R:3:mulliken_charge:R:1
C 0.12862 -2.36972 3.17838 -0.16 -0.30 0.03 -1.092
C 0.65048 -1.24739 2.28884 0.05 0.19 0.19 0.481
P 1.92478 -1.64471 0.96195 -0.22 -0.07 0.04 -0.252
C 0.79567 -1.65121 -0.52513 0.16 -0.02 -0.36 0.310
C -0.40276 -2.60454 -0.51632 -0.06 -0.26 0.07 -0.953
Al 2.34868 -4.00691 1.06990 -0.03 0.01 -0.01 0.445
S 3.00732 -4.56857 -1.05771 0.09 -0.10 -0.12 -0.497
C 3.97587 -4.33833 2.20761 0.44 0.13 0.32 0.403
C 4.11133 -5.75705 2.72354 -0.11 -0.21 -0.03 -1.294
F 5.21094 -4.03274 1.51496 -0.21 -0.08 -0.04 -0.367
H -0.53751 -2.00127 3.96672 0.09 0.05 -0.10 0.409
H -0.43630 -3.11621 2.60986 0.11 0.10 -0.02 0.117
H 0.94322 -2.92152 3.66489 -0.04 0.13 -0.06 0.208
H -0.18559 -0.77644 1.76335 -0.05 0.02 0.10 -0.698
H 1.06198 -0.46735 2.94432 0.05 -0.05 -0.16 0.495
H 1.44321 -1.88515 -1.38056 -0.05 0.02 0.16 -0.098
H 0.46467 -0.62206 -0.69016 -0.11 0.06 -0.06 0.050
H -1.27425 -2.17882 -0.00669 0.13 -0.02 0.06 0.138
H -0.72647 -2.89058 -1.52574 0.04 0.20 0.03 0.334
H -0.14625 -3.53869 -0.00145 -0.10 0.12 -0.04 0.104
H 1.12834 -4.96687 1.57284 0.12 0.11 -0.07 -0.368
H 1.78212 -4.62698 -1.60159 -0.04 0.01 0.07 0.049
H 4.01021 -3.63977 3.06024 -0.15 -0.15 -0.03 0.182
H 4.21502 -6.45400 1.88350 0.02 0.07 0.09 0.249
H 3.19745 -6.04332 3.25755 0.07 0.08 -0.03 0.289
H 4.96079 -5.90350 3.40337 0.00 0.08 -0.09 0.339
C -2.43788 2.67721 2.85566 0.07 -0.02 -0.04 -0.369
C -3.12730 2.31901 1.53994 0.02 -0.07 -0.05 -0.431
C -2.67446 0.87528 1.35544 0.08 0.02 -0.07 0.190
O -2.51087 0.32869 2.66472 -0.17 -0.05 0.05 -0.336
C -2.53594 1.36926 3.63400 0.12 0.01 0.01 -0.471
H -2.88789 3.52289 3.37627 -0.01 -0.03 0.01 0.395
H -1.38793 2.90887 2.66326 -0.01 0.04 -0.01 0.042
H -4.21389 2.38055 1.63830 -0.01 -0.01 0.04 0.327
H -2.80023 2.93652 0.70589 -0.04 0.03 0.03 0.168
H -1.71538 0.84645 0.82777 -0.03 -0.03 0.00 -0.269
H -3.38249 0.25233 0.80594 -0.03 0.04 0.01 0.269
H -3.46615 1.31562 4.21332 -0.02 -0.02 -0.03 0.260
H -1.69750 1.21679 4.31720 -0.03 0.02 0.02 0.275
C -4.18555 -4.07104 6.50351 0.05 -0.04 0.00 -0.537
C -4.21486 -4.81847 5.16917 0.00 0.06 -0.01 -0.588
C -3.24755 -3.98424 4.33461 0.00 -0.07 -0.03 -0.289
O -2.28300 -3.47499 5.25151 0.11 0.05 0.07 -0.316
C -2.71395 -3.67260 6.58923 -0.14 0.01 0.01 -0.485
H -4.50695 -4.67586 7.35147 -0.01 0.00 0.00 0.327
H -4.81759 -3.18209 6.45293 0.00 0.01 -0.01 0.267
H -3.83235 -5.83330 5.29483 0.01 -0.01 0.01 0.269
H -5.20783 -4.87666 4.72398 0.00 -0.01 0.01 0.345
H -3.76217 -3.15045 3.84522 0.02 0.03 0.02 0.176
H -2.72076 -4.55573 3.56985 -0.03 -0.01 0.00 0.296
H -2.12195 -4.46727 7.05891 0.02 -0.01 -0.04 0.269
H -2.54684 -2.74886 7.14694 -0.02 -0.01 0.02 0.266
C 1.11565 4.16161 -1.50924 -0.02 -0.03 -0.06 -0.528
C 1.66548 2.91024 -0.82351 -0.02 0.03 0.03 -0.523
C 0.53475 2.57381 0.13799 0.04 -0.02 -0.04 0.172
O -0.67213 2.99542 -0.50818 -0.04 0.01 0.08 -0.271
C -0.36441 3.81651 -1.63332 0.05 0.05 -0.05 -0.352
H 1.57694 4.36554 -2.47588 -0.01 0.01 0.01 0.349
H 1.24922 5.03961 -0.87305 0.01 0.00 0.02 0.287
H 1.80145 2.10152 -1.54400 -0.01 0.00 0.00 0.145
H 2.61149 3.07054 -0.30860 0.00 -0.01 -0.01 0.416
H 0.64918 3.11300 1.08544 -0.02 0.05 0.00 0.154
H 0.45950 1.51224 0.35937 0.06 -0.13 0.03 -0.272
H -0.55332 3.25576 -2.55626 -0.01 -0.02 0.02 0.270
H -1.01652 4.69019 -1.62960 0.04 -0.03 0.00 0.117
C 4.07132 -2.68273 -5.48007 0.07 -0.03 0.10 -0.589
C 4.82906 -1.36817 -5.29175 -0.06 0.01 -0.03 -0.578
C 3.69225 -0.42212 -4.91528 0.12 0.02 0.04 -0.434
O 2.73349 -1.20598 -4.22229 -0.07 0.01 0.01 -0.380
C 3.05210 -2.59806 -4.34979 -0.05 -0.04 -0.16 -0.105
H 4.70663 -3.56354 -5.38967 0.00 0.01 -0.02 0.327
H 3.57995 -2.70477 -6.45564 -0.02 0.01 0.00 0.275
H 5.53582 -1.45915 -4.46530 0.00 0.00 0.01 0.280
H 5.37028 -1.03963 -6.17952 0.00 -0.01 0.00 0.346
H 3.23949 0.01316 -5.81611 -0.05 -0.02 0.02 0.288
H 4.00932 0.39621 -4.26469 0.03 -0.01 -0.02 0.236
H 3.46591 -2.98743 -3.41732 -0.04 0.11 0.08 0.020
H 2.12428 -3.13339 -4.55805 0.02 -0.03 -0.01 0.308
C -1.18804 7.28105 -5.74572 0.04 0.04 0.04 -0.561
C -2.20053 8.06257 -4.90767 -0.04 -0.06 -0.02 -0.574
C -2.47396 7.07922 -3.77462 0.02 0.08 -0.01 -0.495
O -1.25978 6.35936 -3.57790 0.02 -0.02 0.07 -0.265
C -0.36331 6.59817 -4.65999 -0.02 -0.05 -0.09 -0.411
H -0.58222 7.91076 -6.39646 -0.01 0.00 0.00 0.334
H -1.69772 6.53771 -6.36140 -0.01 0.00 0.00 0.279
H -1.74808 8.97705 -4.51941 0.01 0.00 0.00 0.267
H -3.10389 8.33022 -5.45495 0.01 0.01 0.00 0.330
H -3.27450 6.38211 -4.04481 0.02 -0.03 0.00 0.305
H -2.74255 7.56177 -2.83366 -0.02 0.02 -0.02 0.277
H 0.45567 7.24364 -4.32417 -0.01 0.01 0.03 0.259
H 0.05942 5.64177 -4.97123 0.01 0.02 -0.03 0.262
```
Forces are in eV/Å.

## Properties
Strongest force on any atom   0.56 eV Å⁻¹
Total charge   -1
LUMO energy   2.1350 eV


This record from the Open Molecules 2025 dataset describes a molecular structure, C26H56Br3Cl3LiN2O16P2V in a non-equilibrium geometry. The level of theory is ωB97M-V/def2-TZVPD.

The geometry in XYZ format:
```
110
Properties=species:S:1:pos:R:3:forces:R:3:mulliken_charge:R:1
C -0.46174 -4.23409 2.46831 0.24 -0.42 0.41 -0.682
O -1.38628 -3.98282 1.34584 0.04 -0.24 2.49 0.054
C -2.75859 -3.89154 1.93352 -1.04 0.47 0.35 -0.390
C -3.93198 -4.14251 0.81492 1.15 2.80 -0.29 -0.440
C -3.43435 -3.84392 -0.74833 -1.68 -0.01 -0.09 0.734
C -3.14036 -5.23019 -1.60188 0.15 0.65 -0.08 -0.655
C -1.61176 -5.21916 -2.28136 -1.33 -0.48 0.02 -0.044
C -0.64788 -6.32140 -1.55486 -0.98 -0.05 0.90 -0.694
C 0.82201 -5.78619 -1.08430 1.12 -1.32 -0.50 -0.233
C 1.47752 -4.60402 -2.00925 0.90 -1.36 0.79 -0.613
N 1.15527 -3.27863 -1.28706 1.09 -0.52 -0.63 0.495
C 2.17729 -2.95472 -0.18902 0.94 0.56 1.64 -0.687
C 1.66290 -1.60624 0.60134 -0.03 -0.26 0.88 0.310
O 0.49114 -0.94853 0.00185 3.52 -3.92 -2.69 -0.156
C 0.61684 -0.79572 -1.45546 -0.15 0.88 -1.11 0.200
C 1.18632 -2.11154 -2.24953 1.23 1.81 -0.29 -0.492
H 0.68413 -4.15473 2.16269 -2.52 -0.12 0.25 0.026
H -0.65778 -5.32862 2.86194 0.44 2.10 -0.63 0.365
H -0.61644 -3.47339 3.35922 0.16 -1.37 -1.77 0.214
H -2.84679 -4.64517 2.85129 0.15 1.26 -2.08 0.276
H -2.91921 -2.81317 2.40188 0.62 -1.98 -1.02 0.239
H -4.83820 -3.40187 1.04802 1.99 -1.61 -0.36 0.337
H -4.35495 -5.22599 0.96380 0.63 1.40 -0.46 -0.142
H -2.56959 -3.05499 -0.80188 -1.38 -1.62 0.26 -0.045
H -4.37483 -3.32831 -1.27051 2.21 -1.16 1.24 -0.487
H -3.93773 -5.30499 -2.47066 1.65 0.11 1.84 0.313
H -3.30818 -6.12619 -0.86833 0.46 1.54 -1.58 0.217
H -1.25523 -4.10783 -2.21410 -0.38 -2.06 -0.17 -0.135
H -1.75159 -5.50327 -3.41687 0.55 0.69 2.20 0.391
H -1.21662 -6.66229 -0.56197 1.32 0.75 -2.15 0.247
H -0.62676 -7.29284 -2.23689 0.41 2.17 1.42 0.284
H 1.56172 -6.72009 -1.16681 -1.52 2.06 0.24 0.406
H 0.88371 -5.46295 0.06234 -0.46 -0.58 -2.55 0.027
H 1.11914 -4.60647 -3.12623 0.51 0.18 2.39 0.340
H 2.65865 -4.68938 -1.96586 -2.51 0.19 -0.31 0.328
H 0.24596 -3.42232 -0.79156 0.34 0.59 -0.52 -0.179
H 3.24642 -2.72022 -0.61156 -2.29 -0.75 0.25 0.358
H 2.28634 -3.84725 0.58679 -0.45 1.77 -1.93 0.348
H 1.31608 -1.96795 1.68484 0.64 1.12 -2.42 0.175
H 2.55976 -0.85307 0.69415 -1.63 -1.32 -0.29 -0.257
H 1.35087 0.08973 -1.67177 -1.39 -1.54 0.34 -0.343
H -0.44097 -0.54382 -1.94495 2.22 -0.41 1.71 0.264
H 0.69070 -2.32006 -3.29062 0.57 0.17 2.35 0.400
H 2.33988 -1.89994 -2.47179 -2.48 -0.77 0.44 0.352
C 0.57907 -3.76733 6.74225 0.96 -0.61 -0.11 -0.232
Br 2.10620 -2.82910 5.98609 -0.61 -0.12 0.23 0.099
Br -1.02080 -2.66070 6.74641 -0.31 -0.41 -0.87 0.014
Br 0.27404 -5.47739 5.86662 -0.06 0.64 0.31 0.025
H 0.82175 -3.98245 7.78812 -0.17 0.08 -0.42 0.237
O 3.39900 7.15789 -3.32748 3.54 -1.89 -2.52 -0.755
P 3.34382 5.61377 -3.22808 -7.56 0.72 5.91 0.987
O 1.79241 5.51357 -3.79696 0.26 0.11 -1.16 -0.243
C 1.62075 5.57899 -5.20463 -0.29 -0.02 -0.14 -0.502
C 2.14943 4.33559 -5.89316 0.12 -0.27 -0.10 -0.573
O 3.03959 5.65346 -1.58903 1.34 -0.48 -0.54 -0.484
C 3.38765 6.77772 -0.79259 -0.01 0.42 0.22 -0.424
C 2.22140 7.74756 -0.69204 -0.27 -0.05 0.05 -1.076
O 3.28215 3.88844 -3.11701 2.93 1.58 -2.64 -0.267
C 2.67731 3.18000 -2.03753 -0.35 -0.38 1.62 -0.018
C 1.18574 3.41892 -1.85665 -0.05 0.32 -0.56 -0.216
H 2.10957 6.47688 -5.59579 -0.04 0.03 -0.03 0.290
H 0.54844 5.67441 -5.39715 0.07 0.04 0.17 0.312
H 3.23823 4.26022 -5.78494 -0.16 0.05 -0.07 -0.137
H 1.91581 4.35324 -6.96197 0.03 0.05 0.07 0.464
H 1.71832 3.43131 -5.45075 0.00 0.18 -0.04 0.209
H 4.29709 7.26152 -1.17101 -0.33 -0.04 -0.03 0.362
H 3.63066 6.40640 0.20797 -0.09 -0.20 -0.13 0.362
H 1.80308 7.99636 -1.67000 0.25 0.00 -0.01 0.278
H 2.53083 8.67215 -0.19961 -0.01 -0.03 0.01 0.375
H 1.40693 7.29899 -0.11246 0.17 0.04 -0.01 0.277
H 3.22748 3.37007 -1.11121 -0.23 -0.10 -0.25 0.162
H 2.82277 2.11555 -2.25690 0.29 0.18 -0.27 0.265
H 0.95580 4.45545 -1.59446 0.08 -0.25 0.05 0.258
H 0.79136 2.78182 -1.06432 0.22 0.01 0.07 -0.121
H 0.64319 3.19873 -2.78538 0.09 -0.02 0.09 0.197
O -0.72481 0.45512 0.70041 -2.08 2.37 1.78 0.227
P -1.09511 1.86641 1.18514 -0.29 0.78 0.28 0.275
O -1.62655 1.79041 2.62582 -0.06 -0.90 -0.70 -0.502
O -2.18049 2.45440 0.26842 0.54 0.13 0.39 -0.571
O 0.15118 2.76601 1.14546 -0.39 -0.76 -0.50 -0.468
O 4.22881 0.93279 3.81759 -0.29 0.25 -3.26 -0.954
V 4.01318 1.22720 2.09911 -0.49 0.52 0.14 1.366
O 3.79755 1.52161 0.38063 0.64 -1.05 3.21 -0.901
O 0.67415 -3.66562 10.43564 1.10 -1.15 0.37 -0.427
H 0.59647 -4.26952 11.21746 0.01 -0.18 0.24 0.417
H 1.28441 -2.90753 10.62274 0.15 0.46 0.04 0.378
H -0.21474 -3.34871 10.13302 -1.10 0.61 -0.33 0.135
C 5.33599 2.31227 -5.70866 -0.37 -0.05 0.28 0.034
Cl 6.53712 1.04267 -5.97453 -0.03 -0.11 0.01 -0.188
Cl 5.88309 3.85520 -6.37584 -0.01 0.06 0.04 -0.185
H 4.40115 2.02533 -6.19624 0.31 0.10 0.03 0.250
H 5.17180 2.42732 -4.63451 0.09 0.05 -0.26 0.093
Li -0.52597 -1.45786 8.61001 0.06 0.82 0.31 0.368
Cl -4.99155 -6.73694 1.22436 -0.52 -1.60 0.34 -0.509
C -4.29444 5.84316 3.50400 -0.70 0.66 -0.44 -0.340
C -4.21464 4.95182 4.70073 -0.55 -0.25 0.74 -0.309
O -3.15268 4.07290 4.38163 0.27 0.28 -0.37 -0.268
C -2.36726 4.71466 3.46790 3.23 -1.25 -1.17 0.604
O -1.27364 4.31857 3.10076 -2.90 1.64 1.29 -0.473
O -2.96469 5.85733 3.01974 0.23 -0.43 0.30 -0.287
H -4.62498 6.85382 3.75883 0.18 -0.08 -0.14 0.276
H -4.95000 5.43989 2.72509 0.05 -0.01 0.08 0.263
H -3.95828 5.49959 5.61370 -0.02 0.02 -0.05 0.275
H -5.14129 4.39597 4.86811 0.23 -0.06 -0.01 0.268
C -5.43747 -0.24315 -2.86081 0.11 0.18 -0.11 -0.736
C -5.99339 -1.43484 -2.19814 -0.55 -0.96 0.55 0.435
N -6.43259 -2.37630 -1.67458 0.64 1.59 -0.91 -0.455
H -4.39353 -0.07264 -2.57733 -0.21 -0.18 0.14 0.194
H -5.46525 -0.33698 -3.95160 -0.11 -0.20 0.23 0.274
H -5.99551 0.66224 -2.59978 0.00 -0.30 0.11 0.288
```
Forces are in eV/Å.

## Properties
Strongest force on any atom   9.62 eV Å⁻¹
LUMO energy   -5.0675 eV
ΔE to the lowest compared entry with this formula, charge and spin   125.7 kcal per mole